w | # C3H5N2O

An isolated ion of composition C3H5N2O and charge +1 (ωB97M-V/def2-TZVPD, the Open Molecules 2025 dataset).

Output
E_HOMO (spin up / spin down) ... -15.882 / -15.867 eV
Lowest unoccupied orbital energy (spin up / spin down) ... -8.80 / -8.79 eV
Frontier orbital gap (spin up / spin down) ... 7.09 / 7.08 eV

ORCA input file:
```
! RIJCOSX wB97M-V def2-TZVPD def2/J DEFGRID3
* xyz 1 1
C 0.21392 0.61026 1.09821
C -1.03330 -1.27177 1.09133
C 0.75192 0.59754 -1.54034
N -0.48551 -0.31540 1.84195
N 0.48343 0.37669 -0.16057
O -0.78132 -1.45052 -0.08969
H 0.36435 1.60645 1.66516
H -1.73319 -1.99053 1.73134
H -0.03662 -0.00970 -2.15679
H 0.47749 1.62857 -1.68439
H 1.77883 0.21840 -1.79621
*
```

Results of the Mulliken charge analysis, in e, for atoms 1 through 2: 0.25, 0.32

***

x | # C3H5N2O

An isolated ion of composition C3H5N2O and charge +1 (ωB97M-V/def2-TZVPD, the Open Molecules 2025 dataset).

Output
E_HOMO ... -15.837 eV
Lowest unoccupied orbital energy ... -5.53 eV
Frontier orbital gap ... 10.31 eV
SMILES string ... C1=NC=[NH+]CO1

ORCA input file:
```
! RIJCOSX wB97M-V def2-TZVPD def2/J DEFGRID3
* xyz 1 1
C 1.32092 -0.87581 -0.33228
N 1.25773 0.28102 -0.93690
C 0.17338 1.01788 -0.81524
N -0.78063 0.79328 0.05887
C -0.82926 -0.38420 0.86443
O 0.41674 -1.42824 0.36223
H 2.21982 -1.47381 -0.48748
H 0.09107 1.86397 -1.48831
H -1.57023 1.42555 0.15211
H -0.57734 -0.23536 1.91630
H -1.72221 -0.98430 0.70627
*
```

Results of the Mulliken charge analysis, in e, for atoms 1 through 2: 0.24, -0.43

***

The data favor x; the next most stable structure lies 377.2 kJ/mol above it.

***

w | # C2H2O2S

One molecule with the formula C2H2O2S (ωB97M-V/def2-TZVPD, the Open Molecules 2025 dataset).

Output
E_HOMO (spin up / spin down) ... -8.942 / -8.942 eV
Lowest unoccupied orbital energy (spin up / spin down) ... -0.26 / -0.26 eV
Frontier orbital gap (spin up / spin down) ... 8.68 / 8.68 eV

ORCA input file:
```
! RIJCOSX wB97M-V def2-TZVPD def2/J DEFGRID3
* xyz 0 1
C -0.09721 0.70753 0.15557
C -0.68103 -0.51856 -0.28366
O 2.31488 -0.68533 0.48529
O -0.73489 -0.33943 1.04620
S 1.44567 -0.14495 -0.58071
H -0.62894 1.75672 0.14728
H -1.61847 -0.77598 -0.96996
*
```

Results of the Mulliken charge analysis, in e, for atoms 1 through 2: -0.02, -0.14

***

x | # C2H2O2S

One molecule with the formula C2H2O2S (ωB97M-V/def2-TZVPD, the Open Molecules 2025 dataset).

Output
E_HOMO ... -9.917 eV
Lowest unoccupied orbital energy ... 0.66 eV
Frontier orbital gap ... 10.58 eV
SMILES string ... O=C1O[C@H]1S

ORCA input file:
```
! RIJCOSX wB97M-V def2-TZVPD def2/J DEFGRID3
* xyz 0 1
O -0.84730 -1.30353 3.05018
C -0.75127 -1.10968 1.91392
O -1.21374 -1.28824 0.70608
C 0.09535 -0.43701 0.73856
S -0.31709 1.37036 0.39663
H 0.87553 -0.96522 0.10081
H -1.00716 1.11293 -0.73766
*
```

Results of the Mulliken charge analysis, in e, for atoms 1 through 2: -0.41, 0.69

***

The data favor x; the next most stable structure lies 285.4 kJ/mol above it.

***

w | # C2H2O2S

One molecule with the formula C2H2O2S (ωB97M-V/def2-TZVPD, the Open Molecules 2025 dataset).

Output
E_HOMO ... -9.784 eV
Lowest unoccupied orbital energy ... -1.18 eV
Frontier orbital gap ... 8.60 eV
SMILES string ... O=CC(O)=S

ORCA input file:
```
! RIJCOSX wB97M-V def2-TZVPD def2/J DEFGRID3
* xyz 0 1
O -1.32208 -0.42887 -1.76088
C -0.32707 0.00063 -1.28545
C -0.03472 -0.03124 0.19898
O -1.02764 -0.65222 0.87008
S 1.32496 0.55911 0.85333
H 0.52720 0.51818 -1.83897
H -0.75803 -0.63150 1.83085
*
```

Results of the Mulliken charge analysis, in e, for atoms 1 through 2: -0.40, 0.05

***

x | # C2H2O2S

A 2-piece molecular cluster, C2H2O2S overall (ωB97M-V/def2-TZVPD, the Open Molecules 2025 dataset).

Output
E_HOMO ... -10.340 eV
Lowest unoccupied orbital energy ... 0.58 eV
Frontier orbital gap ... 10.92 eV
SMILES string ... O=C=S.C=O

ORCA input file:
```
! RIJCOSX wB97M-V def2-TZVPD def2/J DEFGRID3
* xyz 0 1
O -1.48839 0.71949 0.13455
C -1.78526 -0.38046 0.23885
S -2.25824 -1.82384 0.46510
C 1.39505 0.37986 -0.17823
O 0.72427 -0.62609 -0.08728
H 1.00337 1.26999 -0.73048
H 2.40920 0.46105 0.15748
*
```

Results of the Mulliken charge analysis, in e, for atoms 1 through 2: -0.35, 0.69

***

The data favor x; the next most stable structure lies 27.6 kJ/mol above it.

***

w | # CH4INS

One molecule with the formula CH4INS (ωB97M-V/def2-TZVPD, the Open Molecules 2025 dataset).

Output
E_HOMO ... -8.294 eV
Lowest unoccupied orbital energy ... -0.01 eV
Frontier orbital gap ... 8.28 eV
SMILES string ... NCSI

ORCA input file:
```
! RIJCOSX wB97M-V def2-TZVPD def2/J DEFGRID3
* xyz 0 1
N -0.33149 -0.63850 -0.15386
C 0.23761 0.62452 0.09878
S 1.59881 1.94026 -1.01621
I 3.56378 0.66742 -1.07672
H -0.96428 -1.00360 -0.84600
H 0.32621 -1.34242 0.10656
H 0.88576 0.34792 0.93794
H -0.29308 1.50832 0.32766
*
```

Results of the Mulliken charge analysis, in e, for atoms 1 through 2: -0.39, -0.45

***

x | # CH4INS

A 2-piece molecular cluster, CH4INS overall (ωB97M-V/def2-TZVPD, the Open Molecules 2025 dataset).

Output
E_HOMO (spin up / spin down) ... -8.756 / -8.044 eV
Lowest unoccupied orbital energy (spin up / spin down) ... -0.57 / -3.13 eV
Frontier orbital gap (spin up / spin down) ... 8.19 / 4.91 eV

ORCA input file:
```
! RIJCOSX wB97M-V def2-TZVPD def2/J DEFGRID3
* xyz 0 1
C 0.35353 0.45632 -0.91008
N -0.38761 0.20679 0.37315
S -1.94423 0.18433 0.53540
I 0.08293 -2.61229 2.27508
H 0.52370 -0.53412 -1.34553
H -0.28533 1.11710 -1.49571
H 1.36477 0.76986 -0.62388
H 0.29223 0.41201 1.19158
*
```

Results of the Mulliken charge analysis, in e, for atoms 1 through 2: -0.70, -0.24

***

y | # CH4INS

One molecule with the formula CH4INS (ωB97M-V/def2-TZVPD, the Open Molecules 2025 dataset).

Output
E_HOMO (spin up / spin down) ... -8.924 / -8.924 eV
Lowest unoccupied orbital energy (spin up / spin down) ... -0.77 / -0.77 eV
Frontier orbital gap (spin up / spin down) ... 8.16 / 8.16 eV

ORCA input file:
```
! RIJCOSX wB97M-V def2-TZVPD def2/J DEFGRID3
* xyz 0 1
C 0.64268 0.88285 0.13188
N 0.27474 -1.55433 -0.50108
S -0.34219 -0.59355 0.59362
I -2.61391 0.30852 -0.09230
H 0.76769 0.78994 -1.02262
H 1.51633 0.93432 0.86472
H -0.12868 1.77248 0.24436
H -0.11667 -2.54024 -0.21859
*
```

Results of the Mulliken charge analysis, in e, for atoms 1 through 2: -0.75, -0.50

***

The data favor w; the next most stable structure lies 55.3 kJ/mol above it.